1.
The following is a DFT calculation (ωB97M-V/def2-TZVPD) of a 5-piece molecular cluster, C23H49NO13P overall in a non-equilibrium geometry.

Total charge: +1
Multiplicity: 1
Gap between HOMO and LUMO in eV: 5.28

Each atom is followed by the atoms it is bonded to, with distances in Å.
Cartesian coordinates (Å):
1 O 4.15164 4.75994 0.91538  C2 1.188
2 C 3.55845 5.44367 1.68540  O1 1.188, O3 1.388, C4 1.562
3 O 4.07847 6.61945 2.20847  C2 1.388, H15 0.983
4 C 2.14926 5.01783 2.20857  C2 1.562, C5 1.463, C9 1.474
5 C 1.99394 4.53742 3.58155  C4 1.463, C6 1.464, H16 1.119
6 C 0.68446 4.09188 4.06265  C5 1.464, N7 1.373, H17 1.120
7 N -0.39835 4.15443 3.22027  C6 1.373, C8 1.384, H18 1.027
8 C -0.30376 4.61416 1.91843  N7 1.384, C9 1.469, H19 1.118
9 C 0.96489 5.06747 1.33171  C4 1.474, C8 1.469, C10 1.564
10 C 0.93176 5.51748 -0.16588  C9 1.564, P11 1.862, H20 1.127, H21 1.130
11 P 1.81438 7.11252 -0.54624  C10 1.862, O12 1.500, O13 1.649, O14 1.667
12 O 1.12819 7.75874 -1.71250  P11 1.500
13 O 1.85464 8.16340 0.72449  P11 1.649, H22 0.985
14 O 3.34997 6.72774 -1.06929  P11 1.667, H23 0.981
15 H 3.29874 7.11988 2.53653  O3 0.983
16 H 2.82484 4.47542 4.32790  C5 1.119
17 H 0.54702 3.69959 5.10293  C6 1.120
18 H -1.31465 3.84070 3.56290  N7 1.027
19 H -1.21916 4.60778 1.27714  C8 1.118
20 H 1.25360 4.65206 -0.81203  C10 1.127
21 H -0.15323 5.69593 -0.42478  C10 1.130
22 H 1.72346 9.04651 0.30957  O13 0.985
23 H 3.31157 6.77761 -2.04851  O14 0.981
24 C -2.00065 1.32701 1.72239  O25 1.418, H30 1.093, H31 1.091, H32 1.097
25 O -2.20010 1.79375 0.39850  C24 1.418, C26 1.428
26 C -1.48584 1.01700 -0.56299  O25 1.428, C27 1.521, H33 1.095, H34 1.095
27 C -2.40047 0.02682 -1.26681  C26 1.521, O28 1.422, H35 1.094, H36 1.094
28 O -2.87246 -0.96851 -0.36736  C27 1.422, C29 1.421
29 C -4.20182 -0.72500 0.07104  O28 1.421, H37 1.094, H38 1.092, H39 1.090
30 H -2.75392 1.79168 2.36346  C24 1.093
31 H -2.10105 0.24355 1.79692  C24 1.091
32 H -1.00673 1.63124 2.07349  C24 1.097
33 H -0.63776 0.50287 -0.09795  C26 1.095
34 H -1.08856 1.71480 -1.30709  C26 1.095
35 H -1.82652 -0.48928 -2.04230  C27 1.094
36 H -3.23543 0.53991 -1.75355  C27 1.094
37 H -4.90760 -0.97739 -0.72627  C29 1.094
38 H -4.34799 0.31456 0.37333  C29 1.092
39 H -4.39945 -1.36833 0.92868  C29 1.090
40 C 3.33652 -4.21028 -1.74350  O41 1.420, H46 1.090, H47 1.092, H48 1.095
41 O 2.35872 -3.57116 -2.55109  C40 1.420, C42 1.424
42 C 1.08940 -3.49543 -1.90902  O41 1.424, C43 1.520, H49 1.095, H50 1.095
43 C 0.84476 -2.10994 -1.33261  C42 1.520, O44 1.426, H51 1.095, H52 1.095
44 O 1.74069 -1.82493 -0.26064  C43 1.426, C45 1.418
45 C 2.81737 -0.99168 -0.65852  O44 1.418, H53 1.097, H54 1.092, H55 1.090
46 H 4.31609 -4.01179 -2.17947  C40 1.090
47 H 3.32836 -3.83727 -0.71746  C40 1.092
48 H 3.16778 -5.29202 -1.74424  C40 1.095
49 H 0.99554 -4.26489 -1.13616  C42 1.095
50 H 0.33112 -3.69379 -2.67326  C42 1.095
51 H -0.16847 -2.07666 -0.91814  C43 1.095
52 H 0.91442 -1.34390 -2.11251  C43 1.095
53 H 2.46755 0.04191 -0.76702  C45 1.097
54 H 3.26654 -1.32564 -1.59604  C45 1.092
55 H 3.57780 -1.02284 0.12229  C45 1.090
56 C -0.61651 -2.03933 4.70347  O57 1.422, H62 1.090, H63 1.091, H64 1.095
57 O -1.40849 -0.85916 4.76058  C56 1.422, C58 1.426
58 C -2.80510 -1.14557 4.79512  O57 1.426, C59 1.522, H65 1.094, H66 1.096
59 C -3.35818 -1.02755 6.20791  C58 1.522, O60 1.421, H67 1.094, H68 1.095
60 O -2.82473 -2.03289 7.05886  C59 1.421, C61 1.419
61 C -1.78563 -1.54776 7.89527  O60 1.419, H69 1.095, H70 1.092, H71 1.090
62 H 0.41408 -1.76545 4.93117  C56 1.090
63 H -0.94643 -2.78862 5.42464  C56 1.091
64 H -0.65010 -2.45917 3.69298  C56 1.095
65 H -3.01269 -2.13408 4.37406  C58 1.094
66 H -3.30109 -0.40114 4.16270  C58 1.096
67 H -4.44139 -1.17981 6.17391  C59 1.094
68 H -3.17207 -0.02966 6.61854  C59 1.095
69 H -2.21190 -0.95260 8.70962  C61 1.095
70 H -1.06320 -0.94480 7.34021  C61 1.092
71 H -1.26698 -2.40502 8.32400  C61 1.090
72 C 1.39306 -5.84145 -7.03574  O73 1.420, H78 1.090, H79 1.092, H80 1.095
73 O 0.41082 -5.20348 -7.83838  C72 1.420, C74 1.422
74 C -0.85474 -5.12618 -7.19432  O73 1.422, C75 1.521, H81 1.095, H82 1.094
75 C -1.09801 -3.74034 -6.61616  C74 1.521, O76 1.424, H83 1.095, H84 1.094
76 O -0.19949 -3.45840 -5.54779  C75 1.424, C77 1.420
77 C 0.87765 -2.62451 -5.95005  O76 1.420, H85 1.096, H86 1.092, H87 1.091
78 H 2.36999 -5.64273 -7.47725  C72 1.090
79 H 1.39054 -5.46738 -6.00991  C72 1.092
80 H 1.22474 -6.92353 -7.03463  C72 1.095
81 H -0.94767 -5.89497 -6.42037  C74 1.095
82 H -1.61480 -5.32408 -7.95651  C74 1.094
83 H -2.10994 -3.70669 -6.20004  C75 1.095
84 H -1.02986 -2.97469 -7.39503  C75 1.094
85 H 0.52521 -1.59219 -6.05498  C77 1.096
86 H 1.32262 -2.95691 -6.89007  C77 1.092
87 H 1.64235 -2.65583 -5.17261  C77 1.091

2.
The following is a DFT calculation (ωB97M-V/def2-TZVPD) of a 4-piece molecular cluster, C23H50BF4N3O8S overall in a non-equilibrium geometry.

Multiplicity: 1
SMILES string: COB(O)[C@]1(CCCS)OC(=O)O[C@]1(CC(N)(N)N)C(F)(F)C(F)F.CCOCC.CCOCC.CCOCC
Gap between HOMO and LUMO in eV: 9.17

Each atom is followed by the atoms it is bonded to, with distances in Å.
Cartesian coordinates (Å):
1 C 1.71285 4.99069 -0.94907  O2 1.471, H26 1.192, H27 1.183, H28 1.187
2 O 0.68889 4.95727 0.10591  C1 1.471, B3 1.476
3 B 0.36893 3.56241 0.46671  O2 1.476, O4 1.505, C5 1.679
4 O 1.34764 2.59558 1.07802  B3 1.505, H29 1.015
5 C -1.17871 2.96203 0.21204  B3 1.679, C6 1.636, O10 1.501, C14 1.633
6 C -0.87706 1.87230 -0.96968  C5 1.636, C7 1.637, H30 1.186, H31 1.194
7 C -1.76303 2.02581 -2.33764  C6 1.637, C8 1.673, H32 1.175, H33 1.195
8 C -1.21397 3.23140 -3.35973  C7 1.673, S9 1.909, H34 1.171, H35 1.170
9 S -2.60215 3.70374 -4.58285  C8 1.909, H36 1.418
10 O -2.17939 3.91312 -0.37670  C5 1.501, C11 1.501
11 C -3.62242 3.68442 -0.03214  O10 1.501, O12 1.334, O13 1.501
12 O -4.72933 4.17556 -0.59285  C11 1.334
13 O -3.46021 2.73979 1.12271  C11 1.501, C14 1.501
14 C -2.03116 2.56118 1.54645  C5 1.633, O13 1.501, C15 1.673, C20 1.621
15 C -1.62763 1.01814 2.05231  C14 1.673, C16 1.660, H37 1.170, H38 1.194
16 C -2.84946 -0.07323 1.78431  C15 1.660, N17 1.512, N18 1.512, N19 1.543
17 N -3.23940 -0.21412 0.33016  C16 1.512, H39 1.043, H40 1.043
18 N -4.07470 0.14810 2.64247  C16 1.512, H41 1.065, H42 1.064
19 N -2.26896 -1.43557 2.21872  C16 1.543, H43 1.050, H44 1.061
20 C -1.98069 3.42511 2.91760  C14 1.621, F21 1.514, F22 1.495, C23 1.632
21 F -3.00108 2.80456 3.84816  C20 1.514
22 F -0.69109 3.36655 3.67092  C20 1.495
23 C -2.41140 4.99757 2.84104  C20 1.632, F24 1.475, F25 1.512, H45 1.195
24 F -1.69685 5.82879 1.85446  C23 1.475
25 F -3.90279 5.21787 2.72534  C23 1.512
26 H 2.42674 4.04547 -0.81922  C1 1.192
27 H 1.19432 4.92344 -2.01037  C1 1.183
28 H 2.42747 5.93510 -0.86932  C1 1.187
29 H 1.14508 2.55074 2.07154  O4 1.015
30 H -0.97772 0.73795 -0.63856  C6 1.186
31 H 0.26277 1.97944 -1.30967  C6 1.194
32 H -2.92726 2.06010 -2.18033  C7 1.175
33 H -1.56897 1.02301 -2.95873  C7 1.195
34 H -0.34631 2.74020 -3.97425  C8 1.171
35 H -0.85278 4.15136 -2.73287  C8 1.170
36 H -3.73036 4.18470 -3.87047  S9 1.418
37 H -1.38573 0.95382 3.19508  C15 1.170
38 H -0.64232 0.62147 1.50630  C15 1.194
39 H -3.34164 -1.20685 0.02764  N17 1.043
40 H -4.05332 0.38077 0.06259  N17 1.043
41 H -4.54491 -0.80660 2.68661  N18 1.065
42 H -4.80227 0.73555 2.13512  N18 1.064
43 H -1.58302 -1.24308 2.99040  N19 1.050
44 H -1.65645 -1.76399 1.41639  N19 1.061
45 H -2.14142 5.45845 3.90962  C23 1.195
46 C -2.49140 -7.28747 0.84048  C47 1.519, H51 1.094, H52 1.095, H53 1.094
47 C -1.43278 -6.49480 1.58802  C46 1.519, O48 1.425, H54 1.096, H55 1.094
48 O -1.74024 -5.10828 1.70310  C47 1.425, C49 1.425
49 C -2.92805 -4.77629 2.41664  O48 1.425, C50 1.519, H56 1.095, H57 1.095
50 C -2.90851 -5.22929 3.86596  C49 1.519, H58 1.094, H59 1.095, H60 1.095
51 H -2.70337 -6.83118 -0.13140  C46 1.094
52 H -2.15774 -8.31799 0.68291  C46 1.095
53 H -3.43291 -7.32260 1.39701  C46 1.094
54 H -0.49200 -6.55865 1.02999  C47 1.096
55 H -1.23821 -6.92527 2.57448  C47 1.094
56 H -3.80756 -5.16410 1.89238  C49 1.095
57 H -3.00991 -3.68493 2.39248  C49 1.095
58 H -2.91161 -6.32016 3.94555  C50 1.094
59 H -3.78888 -4.85277 4.39650  C50 1.095
60 H -2.00834 -4.86662 4.37271  C50 1.095
61 C 7.11414 4.67287 -1.22984  C62 1.519, H66 1.094, H67 1.095, H68 1.094
62 C 5.70490 4.16687 -0.97326  C61 1.519, O63 1.425, H69 1.096, H70 1.094
63 O 5.29095 3.15665 -1.88885  C62 1.425, C64 1.425
64 C 6.05016 1.95090 -1.89303  O63 1.425, C65 1.519, H71 1.095, H72 1.095
65 C 6.02679 1.21787 -0.56328  C64 1.519, H73 1.094, H74 1.095, H75 1.095
66 H 7.22899 4.98948 -2.27111  C61 1.094
67 H 7.34193 5.51972 -0.57479  C61 1.095
68 H 7.85978 3.89453 -1.04109  C61 1.094
69 H 5.00740 5.00271 -1.09738  C62 1.096
70 H 5.59053 3.81772 0.05692  C62 1.094
71 H 7.07677 2.14905 -2.21798  C64 1.095
72 H 5.60344 1.30543 -2.65602  C64 1.095
73 H 6.53825 1.78741 0.21799  C65 1.094
74 H 6.52693 0.24819 -0.65198  C65 1.095
75 H 4.99701 1.05534 -0.22898  C65 1.095
76 C 1.14369 -5.61907 -3.54453  C77 1.519, H81 1.094, H82 1.095, H83 1.094
77 C 2.20230 -4.82640 -2.79699  C76 1.519, O78 1.425, H84 1.096, H85 1.094
78 O 1.89484 -3.43988 -2.68191  C77 1.425, C79 1.425
79 C 0.70703 -3.10789 -1.96836  O78 1.425, C80 1.519, H86 1.095, H87 1.095
80 C 0.72658 -3.56089 -0.51905  C79 1.519, H88 1.094, H89 1.095, H90 1.095
81 H 0.93171 -5.16279 -4.51640  C76 1.094
82 H 1.47735 -6.64960 -3.70210  C76 1.095
83 H 0.20217 -5.65421 -2.98799  C76 1.094
84 H 3.14309 -4.89026 -3.35502  C77 1.096
85 H 2.39688 -5.25687 -1.81053  C77 1.094
86 H -0.17247 -3.49571 -2.49263  C79 1.095
87 H 0.62518 -2.01654 -1.99253  C79 1.095
88 H 0.72348 -4.65177 -0.43945  C80 1.094
89 H -0.15379 -3.18438 0.01150  C80 1.095
90 H 1.62675 -3.19822 -0.01230  C80 1.095

3.
The following is a DFT calculation (ωB97M-V/def2-TZVPD) of a 4-piece molecular cluster, C23H50BrN4O11P overall.

Multiplicity: 1
ΔE to the lowest compared entry with this formula, charge and spin in kJ/mol: 0.0
SMILES string: OP(O)c1nnc(CCCBr)nn1.COCCOCCOC.COCCOCCOC.COCCOCCOC
Gap between HOMO and LUMO in eV: 8.32

Each atom is followed by the atoms it is bonded to, with distances in Å.
Cartesian coordinates (Å):
1 O 1.54412 3.10872 -1.63494  P2 1.633, H14 0.970
2 P 2.93849 3.91936 -1.88792  O1 1.633, O3 1.648, C4 1.856
3 O 3.59016 3.21984 -3.23038  P2 1.648, H15 0.966
4 C 4.03896 2.95558 -0.74510  P2 1.856, N5 1.329, N13 1.343
5 N 3.46923 2.30667 0.26455  C4 1.329, N6 1.314
6 N 4.24370 1.62037 1.07477  N5 1.314, C7 1.330
7 C 5.54850 1.61597 0.81637  N6 1.330, C8 1.495, N12 1.346
8 C 6.44815 0.75567 1.64441  C7 1.495, C9 1.536, H16 1.090, H17 1.092
9 C 6.77152 -0.54797 0.89968  C8 1.536, C10 1.527, H18 1.094, H19 1.092
10 C 5.52749 -1.25980 0.37166  C9 1.527, Br11 1.943, H20 1.090, H21 1.088
11 Br 5.13713 -0.83089 -1.48289  C10 1.943
12 N 6.12832 2.31785 -0.17448  C7 1.346, N13 1.297
13 N 5.36346 3.00776 -0.96287  C4 1.343, N12 1.297
14 H 1.69524 2.20225 -1.32575  O1 0.970
15 H 3.20857 3.60906 -4.02801  O3 0.966
16 H 5.97416 0.54548 2.60363  C8 1.090
17 H 7.37171 1.31821 1.79589  C8 1.092
18 H 7.29133 -1.23299 1.57566  C9 1.094
19 H 7.45674 -0.32113 0.08066  C9 1.092
20 H 4.63241 -0.99312 0.93313  C10 1.090
21 H 5.63568 -2.34167 0.40382  C10 1.088
22 C -0.73398 2.53561 -4.34978  O23 1.409, H31 1.095, H32 1.089, H33 1.097
23 O -1.62753 1.67385 -3.68270  C22 1.409, C24 1.415
24 C -1.90866 2.10322 -2.36356  O23 1.415, C25 1.511, H34 1.097, H35 1.098
25 C -3.19322 1.49072 -1.85653  C24 1.511, O26 1.419, H36 1.093, H37 1.092
26 O -4.36756 2.09782 -2.37154  C25 1.419, C27 1.418
27 C -4.74619 1.76604 -3.69675  O26 1.418, C28 1.512, H38 1.092, H39 1.092
28 C -5.37616 0.39895 -3.83405  C27 1.512, O29 1.414, H40 1.099, H41 1.098
29 O -4.39217 -0.61713 -3.82860  C28 1.414, C30 1.408
30 C -4.92463 -1.88149 -3.51337  O29 1.408, H42 1.096, H43 1.088, H44 1.097
31 H 0.23437 2.57497 -3.84079  C22 1.095
32 H -0.59691 2.14539 -5.35687  C22 1.089
33 H -1.14119 3.55189 -4.41539  C22 1.097
34 H -1.99159 3.19700 -2.32955  C24 1.097
35 H -1.09003 1.80630 -1.69407  C24 1.098
36 H -3.23281 1.67179 -0.77944  C25 1.093
37 H -3.19635 0.41115 -2.02284  C25 1.092
38 H -3.90842 1.87084 -4.38982  C27 1.092
39 H -5.50784 2.50235 -3.96232  C27 1.092
40 H -5.93634 0.36295 -4.77940  C28 1.099
41 H -6.08488 0.24681 -3.00983  C28 1.098
42 H -5.38464 -1.88225 -2.51809  C30 1.096
43 H -4.10197 -2.59358 -3.52425  C30 1.088
44 H -5.67636 -2.19726 -4.24679  C30 1.097
45 C -4.59193 5.91917 5.96374  O46 1.407, H54 1.097, H55 1.088, H56 1.096
46 O -4.26167 5.51774 4.65591  C45 1.407, C47 1.415
47 C -3.31039 4.47079 4.63282  O46 1.415, C48 1.511, H57 1.097, H58 1.100
48 C -3.33465 3.74672 3.30678  C47 1.511, O49 1.417, H59 1.092, H60 1.092
49 O -4.42535 2.85404 3.16070  C48 1.417, C50 1.419
50 C -5.67442 3.42178 2.80016  O49 1.419, C51 1.511, H61 1.093, H62 1.092
51 C -5.78691 3.76528 1.33297  C50 1.511, O52 1.415, H63 1.100, H64 1.098
52 O -5.11063 4.97453 1.04361  C51 1.415, C53 1.410
53 C -4.77557 5.07664 -0.32221  O52 1.410, H65 1.095, H66 1.088, H67 1.096
54 H -3.71867 6.31260 6.49803  C45 1.097
55 H -5.33934 6.70608 5.88444  C45 1.088
56 H -5.01013 5.08661 6.54161  C45 1.096
57 H -3.51650 3.75311 5.43712  C47 1.097
58 H -2.30340 4.88355 4.78950  C47 1.100
59 H -2.44348 3.11645 3.26589  C48 1.092
60 H -3.29079 4.46201 2.48224  C48 1.092
61 H -5.90803 4.29447 3.41450  C50 1.093
62 H -6.40916 2.64218 3.01216  C50 1.092
63 H -6.85018 3.86646 1.07191  C51 1.100
64 H -5.36732 2.94373 0.73838  C51 1.098
65 H -4.12546 4.24983 -0.62836  C53 1.095
66 H -4.25066 6.01946 -0.46450  C53 1.088
67 H -5.66821 5.06461 -0.95840  C53 1.096
68 C 1.90284 -8.56806 2.67228  O69 1.408, H77 1.096, H78 1.088, H79 1.096
69 O 2.25826 -7.79879 1.54776  C68 1.408, C70 1.415
70 C 1.64263 -6.52518 1.54426  O69 1.415, C71 1.511, H80 1.097, H81 1.099
71 C 2.38195 -5.57251 0.63439  C70 1.511, O72 1.418, H82 1.092, H83 1.092
72 O 3.58789 -5.07203 1.18799  C71 1.418, C73 1.418
73 C 4.72238 -5.91979 1.12560  O72 1.418, C74 1.511, H84 1.092, H85 1.093
74 C 5.38775 -5.94865 -0.23094  C73 1.511, O75 1.414, H86 1.100, H87 1.098
75 O 4.68669 -6.78651 -1.12807  C74 1.414, C76 1.409
76 C 4.95749 -6.48013 -2.47650  O75 1.409, H88 1.096, H89 1.088, H90 1.096
77 H 0.82537 -8.76959 2.69894  C68 1.096
78 H 2.43583 -9.51404 2.60175  C68 1.088
79 H 2.18844 -8.06563 3.60380  C68 1.096
80 H 1.62303 -6.10998 2.55986  C70 1.097
81 H 0.60595 -6.61619 1.18991  C70 1.099
82 H 1.74710 -4.69498 0.49563  C71 1.092
83 H 2.55299 -6.03325 -0.34119  C71 1.092
84 H 4.48761 -6.93373 1.45712  C73 1.092
85 H 5.43553 -5.48374 1.82917  C73 1.093
86 H 6.41700 -6.31686 -0.11187  C74 1.100
87 H 5.43344 -4.92501 -0.62650  C74 1.098
88 H 4.67049 -5.44940 -2.71480  C76 1.096
89 H 4.37243 -7.16273 -3.08922  C76 1.088
90 H 6.01976 -6.61223 -2.71394  C76 1.096